Record 1
C5H13N3O | ωB97M-V with the def2-TZVPD basis set

Computed properties:
HOMO level	-8.4	eV
SMILES	[H]/N=C(/N)CC.N/C=C\O
energy	-11910.963	eV
maximum force	5.0	eV Å⁻¹
energy above the lowest of the compared OMol25 structures with the same formula, charge and spin	352.6	kJ/mol
gap between HOMO and LUMO	0.3238	Eh

```
! RIJCOSX wB97M-V def2-TZVPD def2/J DEFGRID3
* xyz 0 1
C 0.5293 0.8530 -1.3074
C -0.0067 -0.0717 -2.3870
C -0.3860 1.1159 0.0198
N -1.7390 1.1869 -0.3221
N 0.0979 2.0629 0.7808
H -2.2934 0.3646 -0.1071
H -2.1609 1.9386 0.2191
H 1.0544 1.8667 1.0811
H 0.6191 1.8626 -1.7192
H 1.5470 0.6016 -0.9988
H 0.6308 -0.0332 -3.2764
H -1.0026 0.2320 -2.7228
H -0.0460 -1.1191 -2.0724
N -0.5904 -0.7090 2.5261
C 0.7285 -1.5345 0.6446
C -0.4473 -1.1363 1.2175
O 1.9172 -1.1060 1.1283
H 2.6231 -1.4058 0.5320
H -0.2874 -1.2940 3.3015
H -0.2014 0.2003 2.7744
H 0.7509 -2.1963 -0.2094
H -1.3372 -1.6793 0.8975
*
```

Atomic partial charges in e from the Löwdin method, atoms 1 to 2: -0.19 -0.12

=====

Record 2
C19H13Cl5F5N3O2PdTe | ωB97M-V with the def2-TZVPD basis set

Computed properties:
HOMO level (alpha / beta)	-14.7 / -14.9	eV
energy	-115433.128	eV
expectation value of S²	6.0437
maximum force	1.9	eV Å⁻¹
energy above the lowest of the compared OMol25 structures with the same formula, charge and spin	0.0	kJ/mol
gap between HOMO and LUMO (alpha / beta)	0.3240 / 0.1971	Eh

```
! RIJCOSX wB97M-V def2-TZVPD def2/J DEFGRID3
* xyz 2 5
Pd -0.3933 0.0122 -0.1560
Cl -1.5705 0.8744 -3.4841
C -1.5275 -0.7614 -2.9968
C -0.8650 -1.1124 -1.8589
C -0.9506 -2.4520 -1.4308
Cl -0.2960 -2.6941 0.1295
C -1.5709 -3.4923 -2.1538
Cl -1.5516 -5.0853 -1.5764
C -2.1864 -3.1435 -3.3361
Cl -2.9404 -4.3163 -4.2900
C -2.1994 -1.7662 -3.7607
Cl -3.0225 -1.3418 -5.1441
C 2.7632 8.3427 -0.0282
C 3.5769 7.1356 0.2448
C 4.9307 7.0563 -0.1634
C 5.6752 5.9490 0.0977
C 5.0935 4.8365 0.7815
N 5.8886 3.7782 1.0244
C 5.6503 2.5961 1.8070
O 6.4792 2.2748 2.6046
N 4.4775 1.9119 1.6105
C 3.7000 1.7190 0.4539
C 4.1009 2.0457 -0.8369
C 3.2401 1.7928 -1.8906
C 2.0150 1.1997 -1.6440
N 1.6509 0.8540 -0.4072
C 2.4588 1.1111 0.6159
C 3.7310 4.9070 1.1974
C 3.0096 6.0292 0.9334
H 3.3540 9.1567 -0.4385
H 2.2577 8.6796 0.8801
H 1.9653 8.0982 -0.7380
H 5.3759 7.8949 -0.6821
H 6.7131 5.8984 -0.2088
H 6.8874 3.9358 0.9245
H 4.3320 1.2422 2.3555
H 5.0816 2.4571 -1.0302
H 3.5284 2.0333 -2.9039
H 1.3112 0.9965 -2.4389
H 2.1141 0.8169 1.6012
H 3.2922 4.0968 1.7594
H 1.9836 6.0950 1.2725
F -1.5757 0.0335 1.9639
Te -2.5276 1.5131 1.1599
F -3.6786 2.6955 0.3457
F -2.9039 0.2166 -0.2003
F -4.0054 0.7585 1.9625
F -2.3015 2.4764 2.7118
O -1.0216 2.0565 0.3232
*
```

Atomic partial charges in e from the Löwdin method, atoms 1 to 2: 0.93 0.78

=====

Record 3
C6H14N2O | ωB97M-V with the def2-TZVPD basis set

Computed properties:
HOMO level	-9.4	eV
SMILES	[H]/N=C(/C)N[C@@](C)(O)CC
energy	-11476.593	eV
maximum force	2.5	eV Å⁻¹
energy above the lowest of the compared OMol25 structures with the same formula, charge and spin	113.6	kJ/mol
gap between HOMO and LUMO	0.3742	Eh

```
! RIJCOSX wB97M-V def2-TZVPD def2/J DEFGRID3
* xyz 0 1
C 0.5449 0.2161 0.1902
C 1.1883 1.2989 -0.8260
C 0.3734 0.8479 1.5688
C -1.9983 -2.1222 0.6989
C 1.5556 0.7358 -2.1915
N -0.6539 -0.2691 -0.4221
C -1.7919 -0.6637 0.3818
O 1.4178 -0.8905 0.2858
N -2.6284 0.2010 0.8355
H 2.2178 -0.5942 0.7500
H -0.3425 -1.0705 -0.9689
H -2.3497 1.1264 0.4985
H 2.1018 1.6844 -0.3586
H 0.4974 2.1402 -0.9463
H 0.0051 0.1195 2.2997
H 1.3385 1.1937 1.9568
H -0.3090 1.7020 1.5412
H -1.7053 -2.7411 -0.1532
H -1.3780 -2.3913 1.5583
H -3.0470 -2.3186 0.9401
H 2.0558 1.5009 -2.7958
H 2.2400 -0.1136 -2.1026
H 0.6678 0.4080 -2.7406
*
```

Atomic partial charges in e from the Löwdin method, atoms 1 to 2: -0.60 -0.17

=====

Record 4
C3HFN2O2 | ωB97M-V with the def2-TZVPD basis set

Computed properties:
HOMO level (alpha / beta)	-9.9 / -9.8	eV
energy	-12911.011	eV
maximum force	2.9	eV Å⁻¹
energy above the lowest of the compared OMol25 structures with the same formula, charge and spin	738.3	kJ/mol
gap between HOMO and LUMO (alpha / beta)	0.3048 / 0.2940	Eh

```
! RIJCOSX wB97M-V def2-TZVPD def2/J DEFGRID3
* xyz 0 1
C -0.7429 -0.7776 -1.6915
C 0.0845 0.4188 0.0609
C -0.0609 -0.8978 0.3238
N -0.5727 -1.5815 -0.7937
N 0.5677 1.4348 0.9098
O 1.1066 2.3951 0.4100
O 0.3550 1.2675 2.0985
F 0.2981 -1.6015 1.3873
H -1.0354 -0.6579 -2.7053
*
```

Atomic partial charges in e from the Löwdin method, atoms 1 to 2: 0.19 0.10

=====

Record 5
C6H5NO | ωB97M-V with the def2-TZVPD basis set

Computed properties:
HOMO level (alpha / beta)	-10.4 / -9.8	eV
energy	-9833.159	eV
maximum force	5.1	eV Å⁻¹
energy above the lowest of the compared OMol25 structures with the same formula, charge and spin	583.6	kJ/mol
gap between HOMO and LUMO (alpha / beta)	0.3583 / 0.2924	Eh

```
! RIJCOSX wB97M-V def2-TZVPD def2/J DEFGRID3
* xyz 0 1
C -3.1126 2.6025 0.2041
C -3.1825 -0.0061 -0.2660
C -1.8234 -0.5799 -0.4771
C 1.4980 0.5025 0.2493
C -1.4063 0.6549 0.1268
C -2.5995 1.3291 0.0970
N -3.8347 3.4973 0.1230
O -4.2528 -0.4247 -0.1654
H -1.7554 -1.5187 0.0510
H -1.5442 -0.6790 -1.5603
H 1.4505 1.5298 0.2172
H 1.3296 -0.0240 1.0733
H 1.1763 -0.1087 -0.6547
*
```

Atomic partial charges in e from the Löwdin method, atoms 1 to 2: -0.17 -0.44

=====

Record 6
C30H57Br16IN3O3 | ωB97M-V with the def2-TZVPD basis set

Computed properties:
HOMO level	-10.9	eV
energy	-1171419.734	eV
maximum force	2.7	eV Å⁻¹
gap between HOMO and LUMO	0.2824	Eh

```
! RIJCOSX wB97M-V def2-TZVPD def2/J DEFGRID3
* xyz 1 1
C 3.3438 -0.9521 2.2456
C 2.4242 -0.8496 1.0564
C 1.1611 -1.6632 1.1458
N 2.7368 -0.1404 0.0246
C 2.1134 1.0455 -0.4126
O 0.9113 0.7044 -1.1319
C 0.0329 1.8115 -1.4157
C -1.1601 1.8654 -0.4665
N -2.3316 2.3978 -1.1541
C -3.6153 1.9839 -0.5820
C -4.2378 3.0739 0.3025
C -4.8874 4.1869 -0.5165
O -3.1951 3.5730 1.1506
C 3.0030 1.6400 -1.4755
N 3.4456 2.8004 -1.1457
C 3.0302 3.1699 0.2198
C 2.9329 4.6390 0.6162
C 1.5348 5.1898 0.4964
O 0.6200 4.6721 -0.0997
I 1.2574 7.0677 1.5198
C 1.9625 2.1349 0.6592
H 3.2503 -1.9390 2.6989
H 4.3684 -0.7149 1.9768
H 2.9438 -0.2507 2.9876
H 0.6874 -1.6619 0.1695
H 1.3644 -2.6624 1.5201
H 0.4767 -1.1333 1.8191
H 0.5683 2.7633 -1.4793
H -0.3647 1.6077 -2.4138
H -1.3473 0.8296 -0.1455
H -0.9829 2.4573 0.4327
H -2.3328 2.0967 -2.1187
H -4.2967 1.7799 -1.4099
H -3.5443 1.0629 0.0070
H -4.9897 2.5746 0.9230
H -5.6493 4.6984 0.0777
H -5.3708 3.7606 -1.3948
H -4.1347 4.9199 -0.8025
H -3.5855 3.7902 2.0006
H 3.1696 1.0733 -2.4215
H 4.0269 3.3756 -1.7442
H 3.9017 2.8451 0.8030
H 3.3263 4.7748 1.6209
H 3.5482 5.2380 -0.0648
H 2.3235 1.8785 1.6543
H 0.9604 2.5248 0.8225
Br -3.0713 7.1869 3.0844
C -3.4983 6.4963 1.3130
C -4.7905 7.0713 0.7995
Br -6.3314 6.2603 1.6654
H -3.5218 5.4146 1.3922
H -2.6677 6.7923 0.6758
H -4.9055 6.8589 -0.2611
H -4.8669 8.1405 0.9661
Br -2.0786 -2.2885 0.4994
C -2.9249 -3.8478 1.2998
C -4.1815 -4.2308 0.5686
Br -5.6505 -3.0301 0.9929
H -3.1021 -3.6070 2.3431
H -2.1849 -4.6423 1.2311
H -4.5145 -5.2178 0.8835
H -4.0635 -4.2142 -0.5101
Br 2.9936 -0.4928 -3.9053
C 2.9050 0.5663 -5.5452
C 2.2337 -0.1966 -6.6552
Br 3.4244 -1.5376 -7.3918
H 3.9239 0.8493 -5.7910
H 2.3293 1.4541 -5.2884
H 1.9960 0.4723 -7.4791
H 1.3334 -0.7105 -6.3346
Br -1.1342 -4.5869 -2.4597
C 0.0046 -6.1368 -2.1550
C -0.2874 -6.8032 -0.8396
Br 0.4544 -5.8049 0.6608
H 1.0303 -5.7916 -2.2296
H -0.2098 -6.8165 -2.9762
H 0.1911 -7.7793 -0.7911
H -1.3501 -6.9118 -0.6490
Br 1.8916 4.8507 7.8283
C 1.7235 6.0239 6.2888
C 1.0114 5.3490 5.1492
Br 2.1708 4.0683 4.2411
H 2.7265 6.3430 6.0253
H 1.1481 6.8797 6.6340
H 0.7298 6.0726 4.3878
H 0.1326 4.7984 5.4672
Br 2.2471 -8.9523 5.1249
C 3.3199 -7.8888 3.9025
C 2.6060 -7.6530 2.5979
Br 2.6285 -9.2313 1.4633
H 4.2633 -8.4094 3.7760
H 3.4915 -6.9448 4.4152
H 3.1105 -6.8819 2.0202
H 1.5662 -7.3831 2.7306
Br -6.0469 -3.7666 5.4056
C -7.6341 -4.1406 4.3462
C -8.0512 -5.5813 4.4586
Br -6.8940 -6.7454 3.4118
H -7.4032 -3.8531 3.3254
H -8.4075 -3.4866 4.7426
H -9.0488 -5.7209 4.0488
H -8.0235 -5.9474 5.4794
Br 6.9418 0.4099 -10.4291
C 7.8826 -1.0297 -9.5217
C 7.1608 -1.4626 -8.2746
Br 7.4037 -0.1883 -6.8247
H 8.8871 -0.6726 -9.3214
H 7.9233 -1.8472 -10.2377
H 7.5666 -2.4013 -7.9042
H 6.0921 -1.5630 -8.4260
*
```

Atomic partial charges in e from the Löwdin method, atoms 1 to 2: -0.01 -0.33

=====

Record 7
C7H19O4 | ωB97M-V with the def2-TZVPD basis set

Computed properties:
HOMO level (alpha / beta)	3.6 / -3.1	eV
energy	-15754.523	eV
expectation value of S²	0.7506
maximum force	1.4	eV Å⁻¹
energy above the lowest of the compared OMol25 structures with the same formula, charge and spin	0.0	kJ/mol
gap between HOMO and LUMO (alpha / beta)	0.0890 / 0.3340	Eh

```
! RIJCOSX wB97M-V def2-TZVPD def2/J DEFGRID3
* xyz -2 2
C -0.2592 -2.0043 -1.6783
O 0.0349 -1.1802 -2.7903
C 0.0692 -1.3862 -0.3287
C -0.7832 -0.1128 -0.0687
C -1.9085 -0.3962 0.9095
C -3.0139 -1.0294 0.5462
C -1.7135 0.1468 2.3002
C -0.7442 -0.7116 3.0952
H 0.2825 -2.9691 -1.7627
H -1.3433 -2.2112 -1.7434
H 1.1263 -1.1086 -0.3208
H -0.0898 -2.1196 0.4663
H -1.2148 0.2768 -0.9865
H -0.1176 0.6866 0.2670
H -3.8520 -1.2262 1.2062
H -3.1717 -1.3889 -0.4599
H -1.3630 1.1815 2.3439
H -2.7047 0.1713 2.8065
H 0.2109 -0.7988 2.5591
H -0.5370 -0.2831 4.0930
H -1.0908 -1.7468 3.2039
H 3.5688 1.8412 -0.6062
H 2.2750 1.2441 -1.5261
O 2.6128 2.0210 -0.7051
H 1.8550 2.4121 2.1269
H 2.1036 2.8360 0.6434
O 1.8829 3.1896 1.5527
H 1.7620 1.1482 -3.2017
H 0.8291 -0.5644 -2.5738
O 2.0024 0.5068 -2.5147
*
```

Atomic partial charges in e from the Löwdin method, atoms 1 to 2: -0.33 -0.16

=====

Record 8
C2H5N2O | ωB97M-V with the def2-TZVPD basis set

Computed properties:
HOMO level	-16.4	eV
SMILES	[NH+]#CNCO
energy	-7173.508	eV
maximum force	7.9	eV Å⁻¹
energy above the lowest of the compared OMol25 structures with the same formula, charge and spin	243.5	kJ/mol
gap between HOMO and LUMO	0.4363	Eh

```
! RIJCOSX wB97M-V def2-TZVPD def2/J DEFGRID3
* xyz 1 1
C -0.7835 1.4506 -0.2483
C 0.3911 -0.6566 -0.2053
N 0.2251 0.8422 0.0321
N -1.8434 1.8865 -0.5266
O -0.5586 -1.4024 0.4919
H -2.4494 2.5034 -1.0210
H 0.1667 -0.8948 -1.3087
H 1.3855 -0.7974 -0.0265
H 0.6051 1.0219 1.0123
H -0.1109 -1.4441 1.4613
*
```

Atomic partial charges in e from the Löwdin method, atoms 1 to 2: -0.15 -0.19